C31H24CeF4N7O6S as an isolated structure, computed with the ωB97M-V functional and the def2-TZVPD basis.

* LUMO level (spin up / spin down): 1.672 / 1.671 eV
* ΔE to the lowest compared entry with this formula, charge and spin: 35.7 kcal/mol
* net charge: -1
* highest occupied orbital energy (spin up / spin down): -3.94 / -3.94 eV
* orbital gap (spin up / spin down): 0.2062 / 0.2061 Eh

Last column: Mulliken charge in e.
Cartesian coordinates (Å):
Ce 0.0214 0.4603 -0.9722  0.15
C -2.5112 -1.2728 2.5533  -1.77
C -2.1634 -0.8773 1.1683  0.52
N -0.9615 -0.3087 1.0492  1.00
N -0.3159 -0.0279 2.3201  -0.94
C 0.7573 0.6965 2.0907  -0.36
O 1.1207 1.1302 0.9148  -0.27
C 1.7530 0.8816 3.1580  0.53
C 1.5764 0.3180 4.4385  0.24
C 2.4918 0.3668 5.4431  -1.04
C 3.5761 1.1135 5.1706  -0.19
C 3.8501 1.7523 3.9298  -1.04
C 2.8622 1.6349 2.9167  -0.27
C -2.9270 -1.3411 0.1331  0.61
C -4.1199 -2.0720 0.3183  -0.90
C -4.8010 -2.6814 -0.6444  -1.81
C -4.3108 -2.4263 -2.0162  -0.18
C -2.8741 -1.8993 -2.2526  -0.91
N -2.4357 -0.9936 -1.1833  1.08
H -2.2410 -0.5598 3.3243  0.38
H -2.0187 -2.2546 2.7703  0.22
H -3.5772 -1.5122 2.6579  0.51
H 0.5822 -0.0868 4.6845  0.30
H 2.2856 0.0728 6.4691  0.43
H 4.3135 1.4542 5.9338  0.29
H 4.7209 2.4143 3.8110  0.41
H 2.8982 2.1288 2.0010  0.91
H -4.4458 -2.3393 1.3102  0.20
H -5.6714 -3.2908 -0.4877  0.37
H -4.5691 -3.2601 -2.6503  0.78
H -2.0411 -2.5379 -2.5681  0.52
F 2.8494 5.2994 -0.3361  -0.24
C 3.2950 4.9158 -1.6026  0.54
F 4.5296 5.3982 -1.7431  -0.31
F 2.5291 5.5898 -2.5071  -0.24
C 3.2975 3.4228 -1.7024  -0.16
C 4.4797 2.7773 -1.8641  -0.06
C 4.5834 1.3625 -2.0947  -0.93
C 3.3795 0.6719 -2.0145  -0.36
N 2.2031 1.3576 -1.9181  -0.03
C 2.1030 2.6803 -1.7064  1.04
S 0.5579 3.2742 -1.4310  -0.54
H 5.4101 3.3441 -1.9598  0.42
H 5.5876 0.9035 -2.2895  0.33
H 3.3919 -0.4378 -2.1751  0.54
O 1.3695 -1.5933 -0.7442  -0.78
N 1.7346 -1.9727 0.4480  0.62
C 2.8239 -1.4804 1.0726  -0.06
C 2.9960 -1.8481 2.3681  -0.64
C 2.1733 -2.6906 3.0396  -0.21
C 1.0487 -3.1486 2.3801  -0.60
C 0.8906 -2.8855 1.0107  -0.27
H 3.4877 -0.8574 0.4939  0.36
H 3.8831 -1.4051 2.8770  0.28
H 2.4453 -2.8966 4.0836  0.39
H 0.2613 -3.7321 2.8868  0.38
H 0.0808 -3.2072 0.4395  0.61
F -5.8616 -1.3886 -3.6270  -0.51
C -4.8279 -1.1570 -2.7091  1.39
C -3.4377 -0.9784 -3.3707  -1.15
N -2.8807 0.2970 -3.1819  0.13
C -1.8669 0.8163 -4.0434  -0.78
C -0.6132 -0.0376 -4.2271  0.61
O -0.1389 -0.3543 -5.2955  -0.74
O -0.1058 -0.4673 -3.0733  -0.36
C -2.8701 0.4177 -1.6685  0.15
O -2.0127 1.3153 -1.2120  -0.91
N -4.1966 0.6431 -1.2267  0.25
C -5.2698 0.0456 -1.8567  -0.20
O -6.4129 0.3851 -1.6476  -0.70
H -3.4086 -1.3315 -4.3986  0.75
H -1.5756 1.7561 -3.5814  0.54
H -2.3164 0.9989 -5.0330  0.31
H -4.4206 1.5153 -0.6504  0.40

---

C31H24Cl2N4O6S2V as an isolated structure, computed with the ωB97M-V functional and the def2-TZVPD basis.

* 2S+1: 2
* LUMO level (spin up / spin down): 3.984 / 3.979 eV
* net charge: -2
* highest occupied orbital energy (spin up / spin down): -1.43 / -0.88 eV
* orbital gap (spin up / spin down): 0.1990 / 0.1784 Eh

Last column: Mulliken charge in e.
Cartesian coordinates (Å):
V -0.0710 -0.0835 1.1920  0.70
C -1.7372 1.6463 1.2388  0.19
C -0.3947 1.3312 -0.7340  1.38
S 0.4916 2.0952 -2.1071  -0.59
C -2.5434 0.5320 -1.1196  1.05
C -3.0948 1.8682 -1.4927  -1.06
S -1.1892 -2.0564 0.3307  0.23
H 0.0720 1.9575 1.8033  -0.58
H 0.8177 1.7484 0.5909  -0.80
H -2.6459 1.5540 1.8104  0.63
H -3.9575 2.1130 -0.8648  0.37
H -3.4110 1.8495 -2.5465  0.34
H -2.3515 2.6611 -1.3888  0.12
O -1.1929 0.3419 -1.4431  -0.59
C -3.2887 -0.4795 -0.6567  -1.36
C -2.8286 -1.8546 -0.3580  0.37
C -3.6343 -2.8487 -0.7659  -0.33
C -3.4686 -4.2784 -0.7820  -0.28
C -2.6172 -5.0693 -0.0254  0.01
C -1.7702 -4.7500 1.0073  -0.94
C -1.2988 -3.5015 1.4984  0.58
O -0.8364 -3.3031 2.6068  -0.69
N -4.3731 -4.9790 -1.6337  0.99
O -5.2203 -4.3425 -2.2718  -0.72
O -4.3048 -6.2139 -1.7303  -0.75
H -4.3606 -0.3059 -0.5877  0.35
H -4.5487 -2.5270 -1.2525  0.45
H -2.7419 -6.1291 -0.2183  0.39
H -1.3927 -5.5806 1.5991  0.29
N -2.6513 -1.8319 7.0030  -0.60
C -2.1555 -1.1419 6.2253  -0.04
C -1.5406 -0.2006 5.3351  0.15
C -1.4581 1.1201 5.7460  -0.49
C -0.7926 2.0051 4.9080  -1.26
C -0.2797 1.5339 3.7212  -0.28
N -0.4257 0.2493 3.2676  1.00
C -1.0209 -0.5933 4.0957  -0.55
H -1.8833 1.4200 6.7041  0.46
H -0.6462 3.0500 5.1691  0.50
H 0.2761 2.2251 3.0930  -0.16
H -1.0665 -1.6395 3.7633  0.66
Cl -0.3852 1.8012 0.6605  -0.77
C -0.1206 3.3291 0.4575  0.92
C -0.7601 4.5024 0.8059  -0.63
C -0.3986 5.7561 0.3291  -1.03
C 0.7314 5.9133 -0.4659  -0.40
C 1.5212 4.8289 -0.7565  0.14
Cl 3.0201 5.0681 -1.6411  -0.30
C 1.1742 3.5035 -0.4241  -0.61
N 2.3139 2.5727 0.1452  -0.40
C 2.5431 2.4661 1.5431  0.62
C 2.4181 3.6077 2.3315  -0.10
C 2.6582 3.5775 3.7025  -0.81
C 2.9758 2.3889 4.3251  -0.76
C 3.0990 1.2289 3.5607  -0.71
C 2.9318 1.2128 2.1910  1.40
C 3.2156 -0.0778 1.4119  -1.66
C 1.9740 -0.8185 0.8126  0.93
O 1.7741 -0.8783 -0.4116  -0.60
O 1.1952 -1.4156 1.7137  -0.54
H -1.6400 4.3750 1.4464  0.34
H -0.9882 6.6267 0.6021  0.32
H 1.0167 6.8992 -0.8198  0.43
H 2.1912 1.6470 -0.2541  0.62
H 2.1179 4.5292 1.8416  0.41
H 2.5625 4.4930 4.2841  0.38
H 3.1166 2.3467 5.4035  0.37
H 3.3435 0.2906 4.0579  0.37
H 3.7182 -0.8149 2.0449  0.49
H 3.8547 0.2028 0.5648  0.39